1.
Computed, not measured: C23H31F6O3V as an isolated structure at a distorted geometry, with the ωB97M-V functional and the def2-TZVPD basis.

Atoms and positions in Å:
O 0.170 -0.311 -4.759
C -0.060 1.020 -5.354
C -0.186 0.489 -6.776
H 0.783 1.704 -5.175
H -0.985 1.476 -4.973
C 0.002 -0.895 -6.104
H 0.628 0.768 -7.447
H -1.175 0.609 -7.226
C 1.234 -1.695 -6.511
H 2.142 -1.099 -6.409
H 1.120 -2.053 -7.544
H 1.309 -2.568 -5.858
C -1.239 -1.774 -6.242
H -2.151 -1.239 -5.965
H -1.139 -2.674 -5.630
H -1.333 -2.090 -7.290
V -0.363 -0.610 2.415
C -2.378 -1.142 3.496
C -2.137 0.261 3.643
C -2.112 0.850 2.334
H -2.135 0.794 4.585
C -2.417 -0.182 1.383
C -2.550 -1.414 2.099
H -2.845 -2.372 1.669
H -2.514 -1.837 4.320
H -1.945 1.896 2.094
H -2.653 -0.010 0.336
C 0.754 -2.063 3.777
C -0.069 -2.829 2.880
C 0.405 -2.606 1.541
H -0.854 -3.512 3.179
C 1.546 -1.741 1.619
C 1.771 -1.427 2.981
H 2.621 -0.887 3.365
H 0.682 -2.039 4.857
H 0.030 -3.090 0.642
H 2.197 -1.440 0.797
O 0.308 0.204 0.015
C -0.272 -0.635 -1.015
C -0.739 0.300 -2.099
H -1.079 -1.259 -0.599
H 0.522 -1.311 -1.356
C 0.233 1.475 -1.967
H -1.760 0.644 -1.891
H -0.719 -0.194 -3.064
C 0.392 1.575 -0.463
H -0.127 2.397 -2.426
H 1.186 1.195 -2.428
H -0.449 2.129 -0.021
H 1.326 2.015 -0.094
C 0.741 1.059 5.591
C 1.031 1.611 4.212
O 0.541 0.822 3.185
C 0.388 3.051 4.079
F 0.649 3.846 5.154
F 0.806 3.697 2.965
F -0.973 2.948 3.987
C 2.591 1.818 3.982
F 3.094 2.879 4.672
F 3.288 0.714 4.406
F 2.882 1.985 2.671
H -0.339 1.092 5.764
H 1.253 1.660 6.345
H 1.071 0.016 5.650

**Calculated total energy**: -72482.458 eV
**Multiplicity**: 2
**Gap between HOMO and LUMO (alpha / beta)**: 0.2859 / 0.3035 hartree
**Net charge**: +1
**E_HOMO (alpha / beta)**: -11.87 / -11.87 eV

Results of the natural (NBO) charge analysis, in e, for atoms 1 through 4:
1 O -0.57
2 C -0.07
3 C -0.46
4 H 0.19


2.
Computed, not measured: C23H31IrN3O5 as an isolated structure, with the ωB97M-V functional and the def2-TZVPD basis.

Atoms and positions in Å:
Ir 0.704 0.224 0.047
C -2.336 1.137 -3.185
O -2.203 2.525 -2.933
C -1.797 3.031 -1.712
C -2.031 4.393 -1.582
C -1.693 5.053 -0.410
C -1.124 4.333 0.624
C -0.861 2.958 0.525
C -0.328 2.312 1.722
N 0.207 1.110 1.715
N 0.436 0.355 2.747
C 0.919 -0.913 2.155
O -0.006 -1.275 1.142
C 1.012 -1.981 3.221
C 1.076 -3.311 2.821
C 1.218 -4.325 3.756
C 1.294 -4.018 5.109
C 1.209 -2.693 5.516
C 1.062 -1.681 4.577
C -1.193 2.273 -0.685
O -0.962 0.981 -0.898
H -2.766 1.077 -4.187
H -3.004 0.656 -2.469
H -1.386 0.607 -3.157
H -2.488 4.910 -2.418
H -1.879 6.115 -0.305
H -0.869 4.831 1.554
H -0.505 2.768 2.690
H 1.016 -3.524 1.761
H 1.271 -5.358 3.432
H 1.409 -4.808 5.842
H 1.254 -2.448 6.571
H 0.978 -0.645 4.879
C 2.369 2.875 -0.653
O 1.553 1.837 -1.201
C 1.883 1.291 -2.479
C 2.310 -0.160 -2.364
O 1.225 -0.868 -1.771
C 1.519 -2.246 -1.497
H 2.930 3.361 -1.453
H 3.043 2.472 0.097
H 1.687 3.587 -0.189
H 2.664 1.888 -2.952
H 0.969 1.349 -3.075
H 3.199 -0.271 -1.739
H 2.505 -0.568 -3.362
H 1.879 -2.721 -2.414
H 0.584 -2.690 -1.166
H 2.243 -2.303 -0.682
C 4.005 -1.446 2.685
C 3.378 -0.306 1.856
C 4.342 -0.060 0.694
C 3.341 0.957 2.741
N 2.102 -0.713 1.289
H 5.070 -1.252 2.846
H 3.894 -2.392 2.151
H 3.535 -1.554 3.661
H 5.322 0.248 1.069
H 3.976 0.716 0.023
H 4.473 -0.982 0.119
H 4.336 1.181 3.144
H 2.644 0.823 3.566
H 2.992 1.823 2.173

**Calculated total energy**: -41898.615 eV
**Gap between HOMO and LUMO (alpha / beta)**: 0.1922 / 0.1923 hartree
**Net charge**: -1
**E_HOMO (alpha / beta)**: -2.69 / -2.69 eV

Results of the natural (NBO) charge analysis, in e, for atoms 1 through 4:
1 Ir 1.18
2 C -0.23
3 O -0.55
4 C 0.29


3.
Computed, not measured: C23H32AgFN7O5 as an isolated structure at a distorted geometry, with the ωB97M-V functional and the def2-TZVPD basis.

Atoms and positions in Å:
Ag 1.322 -4.098 -0.483
F -2.741 2.765 -0.854
C -1.388 2.559 -1.212
C -0.851 1.344 -0.874
C 0.392 0.917 -1.310
C 0.981 -0.379 -0.953
O 0.529 -0.992 0.026
C 2.077 -0.822 -1.846
C 2.606 0.119 -2.687
N 2.431 1.492 -2.540
C 3.314 2.310 -3.373
C 4.843 2.259 -3.050
C 4.143 3.481 -2.703
C 1.120 1.877 -2.108
C 0.621 3.142 -2.369
C -0.704 3.499 -2.042
N -1.200 4.752 -2.454
C -0.629 5.280 -3.669
C -0.965 6.735 -3.866
N -2.374 7.087 -3.509
C -2.599 6.730 -2.059
C -2.453 5.244 -1.863
C 2.687 -2.195 -1.899
O 2.945 -2.810 -0.749
O 2.869 -2.756 -3.000
H -1.420 0.648 -0.224
H 3.416 -0.182 -3.404
H 3.092 2.471 -4.430
H 5.533 2.270 -3.861
H 5.106 1.647 -2.172
H 4.241 4.310 -3.348
H 3.971 3.544 -1.620
H 1.309 3.860 -2.847
H -0.983 4.717 -4.549
H 0.473 5.237 -3.657
H -0.809 6.984 -4.959
H -0.261 7.390 -3.372
H -2.981 6.609 -4.227
H -2.422 8.142 -3.671
H -3.610 7.016 -1.769
H -1.827 7.299 -1.497
H -3.315 4.684 -2.307
H -2.415 4.978 -0.779
N 1.323 -3.132 1.656
C 0.222 -3.688 2.451
C 0.565 -3.756 3.980
C -0.709 -3.813 4.868
C -0.919 -5.048 5.723
N -1.289 -6.244 4.973
C -2.529 -6.761 5.034
N -2.881 -7.901 4.348
N -3.422 -6.152 5.845
C -0.206 -4.989 1.747
O -0.490 -6.021 2.364
O -0.343 -4.885 0.474
H 2.261 -3.110 2.094
H 1.198 -2.177 1.206
H -0.626 -3.057 2.296
H 1.077 -2.816 4.282
H 1.264 -4.618 4.151
H -1.614 -3.654 4.272
H -0.652 -2.933 5.534
H -1.717 -4.727 6.415
H -0.007 -5.282 6.337
H -0.820 -6.336 4.016
H -2.385 -8.174 3.504
H -3.887 -8.059 4.254
H -3.092 -5.397 6.453
H -4.394 -6.434 5.862

**Calculated total energy**: -51746.471 eV
**Gap between HOMO and LUMO**: 0.1679 hartree
**Net charge**: +1
**E_HOMO**: -7.94 eV

Results of the natural (NBO) charge analysis, in e, for atoms 1 through 4:
1 Ag 0.85
2 F -0.36
3 C 0.30
4 C -0.19


Q: Which of these has the lowest net charge?
A: C23H31IrN3O5